one | A cluster of 2 separate species, CH3N2O2S in total. Source: OMol25; level of theory: wB97M-V/def2-TZVPD.

Values from the calculation:
Frontier orbital gap (spin up / spin down) in eV: 7.320 / 7.291
HOMO level (spin up / spin down) in eV: -3.6 / -3.6

Structure (ORCA input):
```
! wB97M-V def2-TZVPD RIJCOSX def2/J DEFGRID3
* xyz -1 1
C -0.15 0.29 -0.12
N -1.03 -0.53 -0.75
N -0.90 -0.57 0.69
O 2.35 1.29 0.44
O 1.79 -1.12 0.20
S 1.72 0.25 -0.39
H -1.26 2.05 -0.20
H -2.09 -0.28 -1.03
H -0.44 -1.37 1.15
*
```

two | The ion CH3N2O2S with charge -1. Source: OMol25; level of theory: wB97M-V/def2-TZVPD.

Values from the calculation:
Frontier orbital gap in eV: 7.614
Structure (SMILES): [NH-]NC=S(=O)=O
HOMO level in eV: -3.5

Structure (ORCA input):
```
! wB97M-V def2-TZVPD RIJCOSX def2/J DEFGRID3
* xyz -1 1
C -0.13 -0.21 0.77
N -1.23 0.17 0.06
N -1.58 0.15 -1.21
O 2.53 0.36 0.86
O 1.80 -1.09 -1.04
S 1.54 0.18 -0.26
H -0.29 0.15 1.71
H -1.84 0.72 0.63
H -0.80 -0.43 -1.52
*
```

Of them, the most stable is two and the least stable is one.

one | A structure of composition C35H37HgIP2. Source: OMol25; level of theory: wB97M-V/def2-TZVPD.

Values from the calculation:
Frontier orbital gap (spin up / spin down) in eV: 5.486 / 5.485
HOMO level (spin up / spin down) in eV: -5.8 / -5.8

Structure (ORCA input):
```
! wB97M-V def2-TZVPD RIJCOSX def2/J DEFGRID3
* xyz 0 1
Hg 0.39 2.80 -1.99
C -1.36 1.56 -1.82
C -1.10 0.19 -1.39
C 0.23 -0.40 -1.73
C 0.69 -0.04 -3.17
C 1.15 1.40 -3.36
C 0.34 2.39 -4.04
C -1.11 2.15 -4.40
C -1.97 1.57 -3.24
C 0.32 3.17 0.13
H -1.97 2.14 -1.13
H -1.91 -0.49 -1.74
H 0.19 -1.50 -1.67
H 0.96 -0.04 -1.00
H 1.55 -0.70 -3.40
H -0.08 -0.30 -3.91
H 2.22 1.51 -3.46
H 0.85 3.14 -4.62
H -1.19 1.47 -5.27
H -1.52 3.13 -4.70
H -2.90 2.15 -3.21
H -2.24 0.56 -3.54
H -0.62 3.62 0.43
H 1.14 3.82 0.42
H 0.42 2.20 0.63
P -1.84 -0.88 0.50
P 2.13 -0.24 2.49
C -0.50 -0.40 1.60
C 0.79 -0.83 1.43
C -2.36 -2.59 0.73
C -2.48 -3.48 -0.36
C -3.00 -4.76 -0.15
C -3.38 -5.15 1.14
C -3.21 -4.29 2.23
C -2.68 -3.02 2.03
C -3.24 0.20 0.87
C -3.04 1.49 1.40
C -4.13 2.35 1.58
C -5.42 1.93 1.26
C -5.63 0.65 0.74
C -4.55 -0.21 0.54
C 3.39 -1.57 2.27
C 2.98 -2.91 2.39
C 3.93 -3.94 2.33
C 5.29 -3.64 2.16
C 5.69 -2.30 2.04
C 4.75 -1.27 2.11
C 2.90 1.08 1.48
C 3.25 2.28 2.12
C 3.88 3.30 1.41
C 4.13 3.14 0.04
C 3.77 1.96 -0.60
C 3.17 0.91 0.11
H -0.78 0.21 2.48
H 1.04 -1.65 0.75
H -2.16 -3.16 -1.35
H -3.11 -5.43 -0.99
H -3.80 -6.14 1.29
H -3.48 -4.61 3.24
H -2.51 -2.35 2.88
H -2.04 1.81 1.67
H -3.95 3.35 1.97
H -6.27 2.60 1.42
H -6.63 0.32 0.49
H -4.71 -1.21 0.13
H 1.93 -3.15 2.53
H 3.61 -4.97 2.43
H 6.02 -4.44 2.12
H 6.75 -2.06 1.90
H 5.08 -0.23 2.03
H 3.03 2.40 3.18
H 4.18 4.21 1.92
H 4.61 3.95 -0.52
H 3.95 1.84 -1.68
H 2.95 -0.03 -0.39
I -0.83 5.45 -2.23
*
```

two | A structure of composition C35H37HgIP2. Source: OMol25; level of theory: wB97M-V/def2-TZVPD.

Values from the calculation:
Frontier orbital gap (spin up / spin down) in eV: 5.396 / 6.177
HOMO level (spin up / spin down) in eV: -7.1 / -7.1

Structure (ORCA input):
```
! wB97M-V def2-TZVPD RIJCOSX def2/J DEFGRID3
* xyz 0 1
Hg -4.81 1.65 -0.66
C -4.52 3.57 -1.70
C -3.28 4.15 -1.10
C -3.50 4.89 0.23
C -4.64 4.42 1.16
C -5.27 3.04 1.05
C -6.44 2.76 0.30
C -6.96 3.66 -0.79
C -5.81 4.39 -1.53
C -2.94 0.58 -0.62
H -4.36 3.32 -2.76
H -2.89 4.91 -1.81
H -3.70 5.96 -0.02
H -2.56 4.92 0.81
H -4.25 4.46 2.19
H -5.42 5.20 1.13
H -5.15 2.43 1.95
H -7.11 2.01 0.71
H -7.64 4.41 -0.37
H -7.55 3.06 -1.49
H -6.17 4.69 -2.53
H -5.61 5.34 -1.01
H -3.08 -0.41 -1.05
H -2.62 0.47 0.42
H -2.12 1.12 -1.13
P -1.42 3.26 -1.15
P -1.12 0.93 2.63
C -1.07 2.97 0.65
C -1.68 2.42 1.78
C 0.28 3.92 -1.38
C 0.64 5.25 -1.09
C 1.97 5.65 -1.31
C 2.93 4.75 -1.77
C 2.58 3.41 -2.01
C 1.26 3.00 -1.80
C -1.55 2.80 -3.03
C -2.40 1.79 -3.54
C -2.47 1.50 -4.91
C -1.68 2.19 -5.83
C -0.83 3.20 -5.35
C -0.84 3.54 -3.99
C -0.53 1.03 4.39
C 0.80 1.48 4.60
C 1.50 1.09 5.75
C 0.87 0.31 6.73
C -0.48 -0.03 6.58
C -1.18 0.35 5.44
C -2.74 0.17 2.84
C -2.96 -1.08 2.22
C -4.23 -1.63 2.20
C -5.30 -0.96 2.81
C -5.08 0.25 3.49
C -3.80 0.82 3.51
H -0.12 3.50 0.91
H -2.36 3.03 2.41
H -0.11 5.94 -0.71
H 2.25 6.70 -1.12
H 3.95 5.08 -1.97
H 3.32 2.69 -2.37
H 0.98 1.95 -1.97
H -3.06 1.22 -2.88
H -3.18 0.73 -5.24
H -1.74 1.98 -6.90
H -0.15 3.72 -6.02
H -0.26 4.42 -3.71
H 1.28 2.08 3.84
H 2.54 1.39 5.88
H 1.42 -0.04 7.59
H -0.99 -0.62 7.35
H -2.23 0.07 5.35
H -2.12 -1.58 1.72
H -4.39 -2.58 1.68
H -6.30 -1.37 2.75
H -5.90 0.76 4.00
H -3.62 1.75 4.05
I -6.27 -0.64 -1.49
*
```

Of them, the most stable is one and the least stable is two.

one | A cluster of 2 separate species, C3H9NO2S in total. Source: OMol25; level of theory: wB97M-V/def2-TZVPD.

Values from the calculation:
Frontier orbital gap in eV: 7.157
HOMO level in eV: -8.1

Structure (ORCA input):
```
! wB97M-V def2-TZVPD RIJCOSX def2/J DEFGRID3
* xyz 0 1
C 0.09 0.63 -0.26
C 1.34 0.66 0.57
S 1.73 -1.00 1.18
N -0.25 2.02 -0.79
H -0.76 0.35 0.36
H 0.13 -0.03 -1.11
H 1.25 1.37 1.40
H 2.20 0.98 -0.04
H 0.33 -1.60 1.08
H -1.10 2.00 -1.37
H 0.52 2.37 -1.36
H -0.40 2.67 -0.03
O -1.04 -1.94 1.15
C -1.28 -2.61 0.07
O -1.50 -2.17 -1.06
H -1.26 -3.71 0.21
*
```

two | A structure of composition C3H9NO2S. Source: OMol25; level of theory: wB97M-V/def2-TZVPD.

Values from the calculation:
Frontier orbital gap in eV: 9.900
HOMO level in eV: -9.4

Structure (ORCA input):
```
! wB97M-V def2-TZVPD RIJCOSX def2/J DEFGRID3
* xyz 0 1
C -1.13 0.08 -0.86
C -0.69 -0.82 0.28
S -0.93 -2.58 -0.15
N -1.16 1.52 -0.46
H -2.12 -0.21 -1.21
H -0.42 0.00 -1.69
H -1.28 -0.66 1.18
H 0.36 -0.67 0.50
H 0.22 -2.71 -0.83
H -1.20 2.14 -1.26
H -0.08 1.77 0.29
H -1.96 1.72 0.12
O 2.26 0.88 -0.28
C 1.98 1.64 0.63
O 0.81 2.04 1.01
H 2.81 2.09 1.21
*
```

three | The molecule C3H9NO2S. Source: OMol25; level of theory: wB97M-V/def2-TZVPD.

Values from the calculation:
Frontier orbital gap in eV: 10.098
Structure (SMILES): C[C@H](N)S(C)(=O)=O
HOMO level in eV: -9.5

Structure (ORCA input):
```
! wB97M-V def2-TZVPD RIJCOSX def2/J DEFGRID3
* xyz 0 1
C 1.39 -0.67 0.75
C -1.60 -1.17 -1.13
C 0.93 0.47 -0.13
N 1.21 1.77 0.32
O -1.42 -0.15 1.36
O -1.43 1.57 -0.65
S -0.98 0.26 -0.15
H 2.39 -0.26 0.95
H 1.22 -1.64 0.36
H 0.83 -0.75 1.69
H -2.57 -1.27 -0.59
H -1.80 -0.85 -2.10
H -1.04 -2.07 -0.89
H 1.15 0.47 -1.15
H 1.24 1.75 1.38
H 0.48 2.53 -0.02
*
```

Of them, the most stable is two and the least stable is three.

one | A structure of composition H8NaO4. Source: OMol25; level of theory: wB97M-V/def2-TZVPD.

Values from the calculation:
Frontier orbital gap in eV: 9.824
HOMO level in eV: -14.5

Structure (ORCA input):
```
! wB97M-V def2-TZVPD RIJCOSX def2/J DEFGRID3
* xyz 1 1
Na 0.55 0.58 -0.40
O 3.01 -2.43 0.18
H 2.68 -3.12 0.75
H 3.89 -2.71 -0.06
O -2.60 2.75 -0.38
H -3.10 3.28 0.25
H -3.27 2.36 -0.94
O 0.82 1.81 3.84
H 0.35 2.63 3.99
H 1.33 1.67 4.64
O -1.18 -2.02 -3.65
H -1.44 -1.82 -4.55
H -1.01 -2.97 -3.66
*
```

two | A structure of composition H8NaO4. Source: OMol25; level of theory: wB97M-V/def2-TZVPD.

Values from the calculation:
Frontier orbital gap in eV: 12.478
HOMO level in eV: -16.1

Structure (ORCA input):
```
! wB97M-V def2-TZVPD RIJCOSX def2/J DEFGRID3
* xyz 1 1
Na -0.18 0.10 -0.53
O -1.93 -0.88 -0.39
H -1.77 -1.44 0.38
H -2.88 -0.74 -0.39
O 0.18 -1.18 0.90
H -0.18 -2.01 1.23
H 0.38 -0.68 1.69
O 0.65 1.07 0.87
H 0.17 1.84 1.18
H 1.35 1.43 0.32
O 1.23 0.83 -1.40
H 0.89 0.49 -2.23
H 2.09 1.18 -1.62
*
```

Of them, the most stable is one and the least stable is two.

one | The molecule C2H2N4O2. Source: OMol25; level of theory: wB97M-V/def2-TZVPD.

Values from the calculation:
Frontier orbital gap in eV: 10.389
Structure (SMILES): O=c1[nH]nnnc1O
HOMO level in eV: -10.6

Structure (ORCA input):
```
! wB97M-V def2-TZVPD RIJCOSX def2/J DEFGRID3
* xyz 0 1
C 0.39 -0.85 0.00
C 0.54 0.61 -0.04
H 2.31 -0.90 0.15
H -0.91 2.12 0.00
N -0.68 -1.52 0.06
N -1.93 -0.84 -0.01
N -1.97 0.39 -0.07
N -0.79 1.10 -0.02
O 1.55 -1.47 -0.10
O 1.47 1.36 0.02
*
```

two | The molecule C2H2N4O2. Source: OMol25; level of theory: wB97M-V/def2-TZVPD.

Values from the calculation:
Frontier orbital gap in eV: 9.749
Structure (SMILES): [H]/N=C\n1onnc1=O
HOMO level in eV: -10.4

Structure (ORCA input):
```
! wB97M-V def2-TZVPD RIJCOSX def2/J DEFGRID3
* xyz 0 1
C 1.57 -0.76 0.14
C -0.42 0.86 -0.07
H 2.16 1.03 -0.31
H 1.74 -1.78 0.63
N 2.61 0.02 0.09
N 0.25 -0.39 -0.27
N -1.89 -0.73 0.13
N -1.76 0.44 0.19
O -0.62 -1.38 -0.19
O -0.04 1.97 -0.02
*
```

three | The molecule C2H2N4O2. Source: OMol25; level of theory: wB97M-V/def2-TZVPD.

Values from the calculation:
Frontier orbital gap in eV: 10.483
Structure (SMILES): O=[N+]([O-])n1cncn1
HOMO level in eV: -11.3

Structure (ORCA input):
```
! wB97M-V def2-TZVPD RIJCOSX def2/J DEFGRID3
* xyz 0 1
C -1.55 -0.31 0.63
C -0.33 1.05 -0.31
N -1.51 0.97 0.20
N -0.50 -1.03 0.50
N 0.31 -0.17 -0.17
N 1.60 -0.49 -0.33
O 2.27 0.43 -0.80
O 1.91 -1.56 -0.04
H -2.37 -0.80 0.95
H 0.17 1.91 -0.64
*
```

four | A cluster of 2 separate species, C2H2N4O2 in total. Source: OMol25; level of theory: wB97M-V/def2-TZVPD.

Values from the calculation:
Frontier orbital gap in eV: 7.419
HOMO level in eV: -9.2

Structure (ORCA input):
```
! wB97M-V def2-TZVPD RIJCOSX def2/J DEFGRID3
* xyz 0 1
C -0.59 -0.62 -0.06
C -0.55 0.76 0.01
H -2.00 -0.92 1.36
H -2.54 1.34 -0.18
N 0.52 -1.35 0.13
N 1.85 0.69 -0.08
N 0.86 1.29 0.27
N -1.45 1.49 -0.15
O -1.80 -1.15 -0.10
O 1.65 -0.86 -0.16
*
```

Of them, the most stable is one and the least stable is four.